C21H31BrGeN5OSeY as an isolated structure. Source: the Open Molecules 2025 dataset; level of theory: ωB97M-V/def2-TZVPD.

Output
- Net charge: +2
- Energy relative to the best compared isomer or geometry (same formula, charge and spin): 22.06 kJ/mol
- Multiplicity: 1
- F_max: 0.94 eV/Å
- E: -8258.03903 Eh

Last column: Mulliken charge in e.
Cartesian coordinates (Å):
Y -0.4843 0.4683 1.3326  1.471
O -4.1644 -0.5064 6.6815  -0.472
C -3.5482 -0.3432 5.5287  0.916
C -4.1395 -0.5905 4.2825  -0.605
C -3.4020 -0.3862 3.1414  -0.656
N -2.1288 0.0459 3.1538  -0.159
C -1.5941 0.2743 4.3561  0.355
Br 0.2167 0.8916 4.2662  -0.180
C -2.2172 0.1066 5.5610  -0.480
H -5.0775 -0.8090 6.5837  0.333
H -5.1619 -0.9343 4.2114  0.348
H -3.8355 -0.5683 2.1662  0.425
H -1.7307 0.3092 6.5030  0.480
C 5.4372 1.4236 -1.0840  -1.284
Ge 4.0095 2.7453 -1.3385  0.630
C 4.2152 4.2718 -0.1268  -1.156
C 3.7898 3.2617 -3.2161  -1.144
C 2.2486 1.8900 -0.8188  -1.095
Se 2.3256 1.0416 0.9447  0.103
C 3.0622 -0.6878 0.4218  -0.549
H 6.3959 1.8963 -1.2914  0.399
H 5.3383 0.5766 -1.7612  0.372
H 5.4766 1.0578 -0.0577  0.424
H 5.2080 4.7065 -0.2318  0.384
H 4.0988 3.9706 0.9145  0.378
H 3.4862 5.0509 -0.3458  0.356
H 4.6888 3.7609 -3.5709  0.379
H 2.9557 3.9498 -3.3446  0.372
H 3.6214 2.3922 -3.8498  0.359
H 1.9096 1.1305 -1.5256  0.354
H 1.4806 2.6640 -0.7526  0.509
H 4.0302 -0.5098 -0.0405  0.276
H 2.3849 -1.1950 -0.2618  0.010
H 3.1898 -1.2736 1.3291  0.367
N -4.5793 2.3348 -3.1625  -0.444
C -3.9036 2.6899 -2.2994  0.468
N -3.1345 3.0911 -1.3076  -0.555
C -2.3771 2.3492 -0.6653  0.740
N -1.6363 1.6991 -0.0036  -0.793
C -2.8681 -2.5528 -2.3860  -0.863
N -2.1354 -1.2671 -2.2607  0.185
C -2.3979 -0.4016 -3.4417  -0.927
C -0.6560 -1.4628 -2.0502  -1.204
C -0.3451 -2.2663 -0.8104  0.336
C 0.0457 -3.5939 -0.9655  -0.546
C 0.3742 -4.3746 0.1351  -0.716
C 0.3047 -3.8274 1.4033  -1.015
C -0.1030 -2.5056 1.5470  -0.672
C -0.4189 -1.6729 0.4653  0.880
H -3.9292 -2.3484 -2.5037  0.411
H -2.6955 -3.1595 -1.5019  0.325
H -2.5011 -3.0741 -3.2684  0.392
H -2.4815 -0.7824 -1.4280  0.262
H -2.0532 -0.9204 -4.3336  0.353
H -1.8606 0.5387 -3.3342  0.337
H -3.4616 -0.1941 -3.5221  0.453
H -0.2217 -0.4600 -2.0011  0.233
H -0.2812 -1.9525 -2.9501  0.505
H 0.1121 -4.0275 -1.9557  0.462
H 0.6852 -5.4006 -0.0013  0.432
H 0.5627 -4.4201 2.2701  0.459
H -0.1290 -2.1205 2.5720  0.282